# 1
A structure of composition C24H26N4S2SiW at a distorted geometry, computed with the ωB97M-V functional and the def2-TZVPD basis.

Each line ends with the Löwdin spin population.
Element x y z (Å)
C  -1.0709  -1.1462  0.2782  0.002
C  -0.2321  -1.7763  -0.6881  0.060
C  1.1076  -1.3250  -0.5046  0.028
H  -0.5488  -2.6028  -1.3448  0.011
C  1.0853  -0.3592  0.5593  0.022
C  -0.2647  -0.2631  1.0503  -0.009
H  -0.5571  0.2282  1.9807  0.000
H  -2.1059  -1.4318  0.5347  0.000
H  2.0255  -1.6977  -0.9875  0.008
H  1.9846  0.0264  1.0690  0.007
W  -0.0327  0.4950  -1.0656  1.186
C  4.9380  0.2674  -1.5575  0.004
H  5.6765  0.8029  -2.1731  0.000
H  5.1124  -0.7676  -1.8448  0.000
H  4.0485  0.7124  -1.8211  0.004
Si  1.6941  1.5683  -3.5408  0.220
C  0.8541  0.7508  -4.9258  0.066
C  0.9571  -0.6189  -5.2810  0.022
H  1.2341  -1.3698  -4.5168  0.003
C  0.8029  -0.9864  -6.6385  -0.001
H  0.9173  -2.0399  -6.9260  0.000
C  0.5394  -0.0070  -7.5996  0.011
H  0.5094  -0.2801  -8.6487  0.001
C  0.2613  1.2958  -7.2046  0.001
H  -0.0620  2.0356  -7.9233  0.000
C  0.4072  1.6944  -5.8794  0.018
H  0.2495  2.7210  -5.5481  0.004
C  3.4506  2.2231  -4.1544  0.007
C  4.0100  1.8625  -5.4002  0.008
H  3.4095  1.4818  -6.2362  0.000
C  5.3877  2.0200  -5.6275  -0.002
H  5.8705  1.6489  -6.5604  0.000
C  6.1809  2.6650  -4.6707  0.011
H  7.2736  2.7299  -4.7935  0.001
C  5.5659  3.3049  -3.5914  -0.001
H  6.1520  3.9725  -2.9445  0.000
C  4.2210  3.0827  -3.3293  0.009
H  3.7496  3.5489  -2.4783  0.000
H  1.2880  1.8468  -1.9383  0.079
H  5.1166  0.3455  -0.5107  0.000
N  2.0051  2.5379  0.8535  0.017
C  0.6916  2.7903  0.9261  0.019
N  -0.2946  2.1629  0.1869  0.009
C  -1.6056  2.5679  0.5464  0.003
C  -1.5801  3.3871  1.6481  0.005
S  0.0148  3.8722  2.1339  0.001
C  -2.6208  1.8401  -0.1308  0.005
C  -3.9682  1.6533  0.0992  0.006
S  -4.6318  0.3484  -0.7734  0.001
C  -3.0531  0.1235  -1.5909  0.044
N  -2.0728  0.9228  -1.0565  0.033
N  -2.7467  -0.8982  -2.3945  0.043
H  2.6391  3.2316  1.2981  0.001
H  2.4205  1.7197  0.5627  0.003
H  -2.4875  3.7289  2.1331  0.000
H  -4.5526  2.2606  0.7750  0.001
H  -3.4613  -1.5371  -2.7510  0.002
H  -1.8194  -0.9129  -2.8111  0.029

Force components x, y, z for each atom (eV/Å):
0.809 -0.699 1.037
-0.433 -0.971 -0.431
0.799 -0.230 -0.250
0.203 0.722 0.324
1.413 -0.183 1.003
0.022 -1.466 0.327
-0.080 0.143 -0.668
0.587 0.578 -0.631
-0.787 0.187 0.245
-0.784 -0.488 -0.280
0.599 1.440 -0.855
2.698 -0.772 -0.730
0.076 0.082 0.678
-0.741 -0.149 -0.037
-2.396 0.371 -0.536
1.166 -0.318 0.533
-0.534 -0.498 -0.642
0.261 0.258 -0.355
-0.154 0.476 -0.596
0.153 0.005 0.863
-0.004 0.560 0.105
-0.207 -0.353 0.412
-0.103 0.048 0.104
-0.132 0.503 0.163
0.061 -0.045 -0.157
0.480 -0.714 0.163
-0.015 -0.060 -0.447
-1.163 0.658 0.866
0.121 -0.504 -0.427
0.088 -0.235 0.642
0.098 -0.048 -0.067
-0.663 0.319 0.819
0.027 0.136 -0.214
-0.684 0.044 -0.049
0.128 0.191 0.231
-0.321 -0.432 -0.266
-0.068 -0.619 -0.170
0.066 -0.003 0.268
0.113 -0.358 -0.533
0.347 0.314 0.767
0.223 3.629 1.273
-2.727 -0.844 -0.582
2.016 2.336 0.672
2.479 1.004 2.327
-0.981 -0.216 -1.225
-0.275 -0.955 -0.794
-1.911 -1.718 -0.500
1.877 1.138 0.398
1.293 -0.156 -1.401
0.456 0.649 1.931
-2.902 -0.440 -1.640
-0.792 -0.176 -0.437
-0.772 -0.959 -0.428
0.519 -1.833 -1.069
0.389 0.325 0.091
-0.147 -0.206 -0.059
0.437 0.556 0.154
-0.230 -0.021 0.082

The HOMO energy (spin up / spin down) comes out at -12.5 / -13.2 eV. Its spin multiplicity is 3. As for the total charge: +2. The value obtained for the lowest unoccupied orbital energy (spin up / spin down) is -0.2688 / -0.2676 hartree. The largest force on an atom comes out at 3.9 eV Å⁻¹. The HOMO-LUMO gap (spin up / spin down) is 0.1888 / 0.2182 hartree. The molar mass is 646.56 g/mol. The value obtained for the energy relative to the best compared isomer or geometry (same formula, charge and spin) is 0.3364 eV.



# 2
A structure of composition C24H26N4SiSr at a distorted geometry, computed with the ωB97M-V functional and the def2-TZVPD basis.

Each line ends with the Mulliken charge.
Element x y z (Å)
C  1.1862  2.9319  1.4164  -0.672
C  0.1951  2.8379  0.3996  -0.155
C  -1.0734  2.7718  1.0399  -1.279
H  0.3707  2.8694  -0.6708  0.443
C  -0.8619  2.8386  2.4550  -0.346
C  0.5383  2.9177  2.6872  -0.146
H  1.0134  3.0506  3.6661  0.307
H  2.2425  3.1281  1.2622  0.435
H  -2.0278  2.6819  0.5431  0.403
H  -1.6207  2.9120  3.2306  0.335
Sr  -0.2139  0.2882  1.5916  1.177
C  -1.2280  -2.4759  -3.5984  -1.660
H  -1.9718  -2.5158  -2.7997  0.379
H  -1.5878  -2.0101  -4.5008  0.347
H  -0.1858  -2.0025  -3.3375  0.428
Si  -0.2193  -0.9886  -2.1143  -0.058
C  1.6238  -0.5451  -2.2941  0.477
C  2.3357  0.6817  -2.1474  0.082
H  1.8664  1.5403  -1.6501  0.194
C  3.6324  0.8204  -2.6686  -0.605
H  4.1567  1.7782  -2.5977  0.386
C  4.2480  -0.2683  -3.2903  -0.373
H  5.2421  -0.1650  -3.6994  0.349
C  3.6205  -1.5118  -3.3407  -0.687
H  4.0970  -2.3844  -3.7897  0.353
C  2.3433  -1.6492  -2.7975  -0.508
H  1.8735  -2.6379  -2.8198  0.255
C  -1.2345  0.5550  -2.6135  0.527
C  -0.8007  1.2717  -3.7533  -0.365
H  0.1783  1.0499  -4.2000  0.372
C  -1.5922  2.2894  -4.2917  -0.645
H  -1.2564  2.7954  -5.1902  0.386
C  -2.7755  2.6495  -3.6602  -0.396
H  -3.3888  3.4302  -4.0823  0.380
C  -3.1846  2.0070  -2.4934  -0.443
H  -4.1051  2.2945  -1.9929  0.393
C  -2.4054  0.9849  -1.9391  -0.455
H  -2.6731  0.5315  -0.9671  0.199
H  -0.7190  -2.1456  -1.2780  -0.268
H  -0.9067  -3.4965  -3.7876  0.397
N  -0.4760  -1.1752  5.9297  -0.110
C  -0.5230  0.0896  6.4785  -0.750
C  -0.3377  0.9554  5.4189  -0.372
N  -0.1820  0.2461  4.2349  0.037
C  -0.2649  -1.0526  4.5879  0.062
C  -0.1713  -2.1933  3.6986  0.230
N  0.0029  -2.1528  2.3527  -0.163
C  -0.0106  -3.4576  1.8919  -0.355
C  -0.2206  -4.2918  2.9732  -0.656
N  -0.3037  -3.4840  4.1021  -0.075
H  -0.5936  -2.0519  6.4436  0.232
H  -0.6928  0.2695  7.5186  0.423
H  -0.3007  2.0255  5.4473  0.406
H  0.0915  -3.7117  0.8611  0.488
H  -0.3171  -5.3428  3.0576  0.424
H  -0.4320  -3.7834  5.0776  0.234

Force components x, y, z for each atom (eV/Å):
-0.455 -0.025 0.258
-0.176 0.039 0.696
0.469 0.443 0.498
-0.100 -0.087 0.197
0.318 0.159 -0.474
-0.268 0.167 -0.547
-0.121 -0.116 -0.519
-0.124 -0.258 -0.032
-0.064 0.134 -0.056
0.022 -0.160 -0.233
0.561 0.771 -0.961
0.198 -1.329 -1.729
0.397 0.470 -0.225
-0.273 0.098 -0.358
-1.706 -1.522 -1.834
1.041 4.595 5.401
-0.278 -0.943 0.411
-0.055 0.090 -0.534
0.106 -0.453 -0.293
-0.759 -0.309 0.189
-0.206 -0.344 0.044
0.228 -0.124 -0.016
0.085 0.085 -0.097
-0.301 0.004 0.549
0.044 0.308 0.114
0.658 0.097 -0.478
0.058 0.267 -0.159
0.213 -0.845 0.353
-0.313 0.068 0.066
-0.550 -0.110 0.047
0.552 -0.295 0.479
-0.082 0.075 0.076
-0.272 -0.127 -0.034
-0.085 0.126 -0.032
0.372 -0.404 0.293
0.112 0.107 -0.083
0.011 0.066 -0.549
0.075 0.172 -0.743
0.782 0.507 -0.173
-0.111 -0.403 -0.186
-0.036 -0.412 0.128
0.170 0.348 -1.279
-0.050 -1.158 0.018
-0.130 -1.685 1.262
0.008 1.407 0.379
0.211 -0.798 -1.952
-0.107 -0.269 1.626
-0.454 0.244 2.229
0.262 1.043 -0.148
-0.086 -0.031 0.098
0.080 0.769 -0.293
0.004 -0.030 0.218
-0.021 0.183 -0.118
0.057 0.048 -0.367
-0.004 -0.647 -0.024
0.089 -0.006 -1.103

The HOMO energy (spin up / spin down) comes out at -3.2 / -3.2 eV. The value obtained for the lowest unoccupied orbital energy (spin up / spin down) is -0.0195 / -0.0194 hartree. The largest force on an atom comes out at 7.2 eV Å⁻¹. The HOMO-LUMO gap (spin up / spin down) is 0.0993 / 0.0989 hartree. The molar mass is 486.21 g/mol.



# 3
A structure of composition C24H26N4SiV at a distorted geometry, computed with the ωB97M-V functional and the def2-TZVPD basis.

Each line ends with the Löwdin spin population.
Element x y z (Å)
C  0.3719  1.2835  1.0397  -0.002
C  0.7265  1.7444  -0.2664  0.009
C  -0.4634  1.7535  -1.0783  -0.005
H  1.7132  2.0998  -0.5507  0.004
C  -1.5368  1.2373  -0.2774  0.006
C  -1.0258  0.9605  1.0307  0.017
H  -1.6097  0.6776  1.9084  0.003
H  1.0042  1.2971  1.9173  0.001
H  -0.5483  2.1312  -2.0998  0.001
H  -2.5792  1.1690  -0.5655  0.003
V  -0.0175  -0.2978  -0.4558  1.892
C  0.7700  -0.6992  -2.4623  -0.061
H  -0.1506  -0.1109  -2.6947  -0.004
H  0.7763  -1.7960  -2.5321  0.007
H  1.6837  -0.2289  -2.8435  -0.001
Si  -0.3332  -1.6341  -5.0993  -0.005
C  1.3301  -1.5076  -5.9070  0.000
C  2.0889  -0.3225  -5.8717  0.000
H  1.7211  0.5538  -5.3321  0.000
C  3.3302  -0.2644  -6.5221  0.000
H  3.9278  0.6461  -6.4659  0.000
C  3.8240  -1.3696  -7.2299  0.000
H  4.8078  -1.3290  -7.7089  0.000
C  3.0477  -2.5366  -7.2942  0.000
H  3.4191  -3.3947  -7.8540  0.000
C  1.8188  -2.6142  -6.6321  0.000
H  1.2342  -3.5319  -6.6801  0.000
C  -1.4807  -0.4389  -5.9120  0.000
C  -1.2163  0.0349  -7.2081  0.000
H  -0.3855  -0.3740  -7.7875  0.000
C  -1.9819  1.0823  -7.7352  0.000
H  -1.7608  1.4604  -8.7309  0.000
C  -3.0111  1.6646  -6.9818  0.000
H  -3.5837  2.5046  -7.3842  0.000
C  -3.2936  1.1611  -5.7039  0.000
H  -4.0972  1.6049  -5.1199  0.000
C  -2.5406  0.1124  -5.1653  0.000
H  -2.7436  -0.2447  -4.1500  0.000
H  -0.6669  -1.5574  -3.6839  -0.004
H  -0.7641  -3.0549  -5.2594  -0.001
N  0.8693  -2.8832  2.4695  0.017
C  2.0497  -2.1935  2.7365  -0.005
C  2.1633  -1.2158  1.7993  0.011
N  1.0830  -1.3109  0.9251  0.012
C  0.3009  -2.3238  1.3676  0.036
C  -1.0122  -2.5218  0.7958  0.032
N  -1.4660  -1.6980  -0.1650  0.013
C  -2.7918  -2.0595  -0.4436  0.009
C  -3.1168  -3.1077  0.3716  -0.003
N  -2.0205  -3.3546  1.1859  0.016
H  0.4837  -3.6839  2.9567  0.001
H  2.6844  -2.4518  3.5577  -0.001
H  2.9111  -0.4467  1.6966  0.001
H  -3.3629  -1.5275  -1.1981  0.001
H  -4.0386  -3.6561  0.4764  0.000
H  -1.9445  -4.0720  1.9054  0.001

Force components x, y, z for each atom (eV/Å):
-1.153 1.170 -0.460
-0.609 0.866 0.304
0.094 0.479 0.912
-0.298 -0.183 -0.071
0.460 1.007 0.190
0.480 1.079 0.248
0.226 -0.142 -0.434
0.010 -0.296 -0.221
0.123 -0.379 0.379
0.211 -0.127 -0.069
0.828 -0.550 -2.726
0.696 0.647 3.137
0.593 -0.692 -0.411
-0.092 0.731 -0.285
-0.429 -0.060 0.015
-1.184 -1.465 -0.554
0.626 0.059 0.174
0.452 -0.448 -0.366
0.108 -0.243 -0.167
-0.081 -0.077 0.062
-0.172 -0.201 -0.035
-0.537 -0.107 0.305
-0.452 0.012 0.139
0.194 0.215 0.042
-0.113 0.178 0.141
0.261 0.537 0.070
0.126 0.190 0.022
-0.198 0.438 -0.080
-0.505 0.525 0.261
-0.260 0.098 0.172
-0.096 -0.034 0.176
-0.058 -0.050 0.163
0.272 -0.463 0.152
0.193 -0.337 0.144
0.032 -0.017 -0.097
0.106 -0.059 -0.101
0.205 0.449 -0.678
0.054 0.089 -0.339
-0.304 -0.060 -0.475
0.107 -0.054 -0.507
-0.095 0.212 -0.458
-0.617 -0.266 -0.169
-0.907 -0.486 -0.587
-0.475 -1.789 1.048
1.512 0.888 0.413
-1.544 0.127 -0.395
-0.190 -1.683 0.657
1.274 -0.065 0.532
0.091 0.392 0.233
0.530 -0.068 -0.360
0.416 0.286 0.088
0.097 -0.106 0.172
0.012 -0.154 -0.075
0.113 -0.311 0.252
0.105 -0.006 -0.001
-0.242 0.302 -0.482

The HOMO energy (spin up / spin down) comes out at -10.1 / -10.3 eV. Its spin multiplicity is 3. As for the total charge: +1. The value obtained for the lowest unoccupied orbital energy (spin up / spin down) is -0.1236 / -0.1299 hartree. The largest force on an atom comes out at 3.3 eV Å⁻¹. The HOMO-LUMO gap (spin up / spin down) is 0.2494 / 0.2500 hartree. The molar mass is 449.53 g/mol. The value obtained for the energy relative to the best compared isomer or geometry (same formula, charge and spin) is 0.0000 eV.



# 4
A structure of composition C24H26NOSc at a distorted geometry, computed with the ωB97M-V functional and the def2-TZVPD basis.

Each line ends with the Mulliken charge.
Element x y z (Å)
C  0.9016  -1.6101  2.3594  -0.509
C  -0.4320  -1.8293  1.8582  -0.588
C  -0.3484  -2.1075  0.4600  -0.685
H  -1.3667  -1.8410  2.4111  0.763
C  1.0454  -2.0798  0.1054  -0.264
C  1.8206  -1.7593  1.2730  -0.752
H  2.9078  -1.6974  1.4129  0.442
H  1.2059  -1.3683  3.3752  0.595
H  -1.2303  -2.3936  -0.1282  0.468
H  1.4560  -2.3820  -0.8585  0.495
C  -0.5402  2.1803  1.0008  -0.825
C  -0.1785  1.7781  2.3236  -0.183
C  1.2436  1.5664  2.4048  -0.399
H  -0.8896  1.7789  3.1397  0.763
C  1.7821  1.9324  1.1235  -0.612
C  0.6847  2.3110  0.2652  -0.474
H  0.7604  2.7267  -0.7439  0.489
H  -1.5710  2.4543  0.7367  0.487
H  1.7986  1.2562  3.3005  0.437
H  2.8534  1.9721  0.9013  0.448
Sc  0.3892  0.0588  0.9627  0.678
O  0.1344  -0.0767  -3.0982  -0.346
C  -0.9928  -0.8149  -3.6041  -0.450
C  0.3423  -0.8489  -4.3412  -0.106
H  -1.2327  -1.7076  -3.0256  0.260
H  -1.8019  -0.2502  -4.0827  0.287
H  0.9310  -1.7741  -4.2342  0.402
H  1.2522  -1.8667  -6.6731  0.304
C  1.0009  -0.8004  -6.7755  -0.479
C  0.5172  -0.1191  -5.6173  0.462
C  0.1599  1.2481  -5.7367  -0.339
H  -0.2030  1.7948  -4.8555  0.315
C  0.3195  1.9139  -6.9611  -0.510
H  0.0658  2.9793  -7.0269  0.351
C  0.8034  1.2320  -8.0943  -0.400
H  0.9186  1.7563  -9.0500  0.353
C  1.1419  -0.1338  -7.9986  -0.479
H  1.5182  -0.6812  -8.8751  0.349
C  -3.0900  -0.0444  3.0870  -0.879
C  -2.0676  -0.2288  4.1602  0.444
C  -2.3394  -0.3121  5.5631  -0.872
C  -1.0886  -0.3360  6.2163  -1.086
C  -0.0915  -0.2656  5.1998  0.464
C  1.3671  -0.2007  5.5071  -1.425
N  -0.7108  -0.2126  3.9908  0.107
H  -4.0505  0.0130  3.6225  0.349
H  -3.1919  -0.8787  2.3602  0.202
H  -3.0039  0.8981  2.5009  0.089
H  -3.3525  -0.3184  5.9332  0.420
H  -0.7930  -0.3781  7.2528  0.447
H  1.5203  0.6812  6.1547  0.328
H  1.6157  -1.0718  6.1400  0.321
H  2.1089  -0.1432  4.6784  0.341

Force components x, y, z for each atom (eV/Å):
0.215 -1.303 -0.294
0.626 -1.529 -0.134
0.679 -0.586 0.974
0.542 0.209 0.031
0.260 -0.285 -0.007
-0.887 -0.882 0.274
-0.604 0.029 -0.469
-0.438 -0.161 -0.497
0.688 0.301 -0.005
-0.150 0.458 0.202
0.870 0.634 1.066
0.167 1.817 0.240
-0.530 1.299 -0.116
0.364 -0.414 -0.189
-0.576 0.645 0.071
0.569 0.215 0.189
0.089 -0.500 0.327
0.719 -0.209 -0.180
-0.437 0.233 -0.668
-0.581 -0.137 -0.168
-1.034 0.071 -1.628
-0.126 -0.668 -1.204
1.633 -0.221 -0.881
-1.448 -0.102 1.395
-0.226 0.292 -0.041
0.292 -0.089 0.420
-0.179 0.585 0.162
-0.043 0.540 -0.181
-0.293 0.403 0.897
0.099 0.837 -1.314
0.386 -0.510 -0.150
0.183 -0.315 -0.419
0.090 -0.357 -0.136
0.106 -0.508 -0.016
-0.029 -0.308 0.419
-0.049 -0.211 0.457
-0.189 0.301 0.272
-0.216 0.340 0.469
-0.518 0.002 -0.088
0.885 0.003 2.331
0.326 0.150 -1.413
0.848 0.059 -0.967
-2.565 -0.072 0.212
0.590 0.038 0.575
0.171 0.175 -0.423
0.126 0.011 -0.384
0.117 0.320 0.227
0.106 -0.421 0.255
0.044 -0.051 0.442
-0.501 -0.045 0.263
0.263 -0.226 -0.316
0.232 0.262 -0.337
-0.668 -0.117 0.456

The HOMO energy comes out at -5.7 eV. The value obtained for the lowest unoccupied orbital energy is -0.0244 hartree. The largest force on an atom comes out at 2.6 eV Å⁻¹. The HOMO-LUMO gap is 0.1864 hartree. The molar mass is 389.43 g/mol.